Record 1
Molecular formula: C4H3N3
Method: DFT, ωB97M-V/def2-TZVPD

Values from the calculation:
Total charge   0
Orbital gap (spin up / spin down)   7.7 / 7.7 eV
ΔE to the lowest compared entry with this formula, charge and spin   106.76 kcal/mol
LUMO level (spin up / spin down)   -0.0391 / -0.0390 Ha

Geometry (Å):
1 N 2.886 0.255 0.200
2 C 1.775 -0.139 0.092
3 C 0.834 -1.294 0.003
4 N -0.310 -1.592 0.146
5 C -1.383 -0.714 0.067
6 C -0.918 0.564 -0.095
7 N 0.389 0.811 -0.236
8 H -2.399 -1.066 0.147
9 H -1.601 1.408 -0.119
10 H 0.726 1.767 -0.206

Record 2
Molecular formula: C5H4IN2O2
Method: DFT, ωB97M-V/def2-TZVPD

Values from the calculation:
Total charge   -1
Orbital gap (spin up / spin down)   6.5 / 7.6 eV
ΔE to the lowest compared entry with this formula, charge and spin   72.77 kcal/mol
LUMO level (spin up / spin down)   0.1027 / 0.0990 Ha

Geometry (Å):
1 C 0.516 1.438 -0.576
2 C -1.321 0.431 -0.703
3 C 0.703 0.100 -0.249
4 C 1.999 -2.003 -0.192
5 C 1.842 -0.575 0.050
6 N -0.774 1.620 -0.897
7 N -0.504 -0.536 -0.469
8 O 3.082 -2.474 -0.476
9 O 0.869 -2.715 -0.181
10 I 3.614 0.545 -0.018
11 H 1.142 2.363 -0.725
12 H -2.421 0.197 -0.910
13 H 1.996 -1.030 2.077
14 H 0.190 -2.067 -0.019

Record 3
Molecular formula: C30H77BFN3O12PS
Method: DFT, ωB97M-V/def2-TZVPD

Values from the calculation:
Total charge   -1
Orbital gap   6.8 eV
LUMO level   0.0610 Ha

Geometry (Å):
1 C -7.487 -4.446 -2.181
2 C -6.203 -4.879 -1.376
3 C -4.894 -4.056 -1.701
4 C -5.134 -2.646 -2.357
5 N -4.025 -1.736 -1.969
6 C -4.458 -0.427 -1.493
7 P -4.964 0.426 -3.133
8 S -3.592 0.005 -4.483
9 O -5.400 -0.324 -0.437
10 B -4.761 -0.810 0.794
11 C -5.091 -0.081 2.218
12 C -4.297 -0.679 3.430
13 C -3.278 -1.852 3.314
14 N -4.470 -0.140 4.586
15 O -5.192 -2.269 0.873
16 C -6.507 -2.260 0.716
17 N -7.644 -2.256 0.586
18 O -3.340 -0.508 0.530
19 C -3.166 0.166 -0.726
20 C -3.353 1.723 -0.735
21 C -2.797 2.440 0.552
22 F -2.643 2.257 -1.862
23 H -8.103 -5.372 -2.360
24 H -8.109 -3.774 -1.534
25 H -7.288 -4.011 -3.184
26 H -5.997 -5.968 -1.580
27 H -6.430 -4.829 -0.278
28 H -4.292 -4.675 -2.417
29 H -4.300 -4.001 -0.748
30 H -5.046 -2.795 -3.472
31 H -6.103 -2.163 -2.089
32 H -3.354 -2.176 -1.345
33 H -6.171 -0.197 -3.594
34 H -5.151 1.824 -2.973
35 H -6.182 -0.078 2.495
36 H -4.792 1.003 2.181
37 H -2.276 -1.484 2.964
38 H -3.601 -2.691 2.654
39 H -3.089 -2.305 4.329
40 H -3.884 -0.640 5.272
41 H -2.171 -0.117 -1.144
42 H -4.405 2.068 -0.854
43 H -1.936 1.880 0.996
44 H -3.595 2.576 1.317
45 H -2.451 3.474 0.277
46 C -9.886 -4.323 -6.371
47 C -8.410 -4.677 -6.399
48 O -8.012 -5.246 -5.158
49 H -10.094 -3.618 -5.564
50 H -10.199 -3.878 -7.318
51 H -10.493 -5.213 -6.184
52 H -7.807 -3.784 -6.564
53 H -8.197 -5.392 -7.201
54 H -8.540 -6.041 -5.018
55 C 1.386 5.098 1.180
56 C 0.075 5.472 0.520
57 O -0.873 5.877 1.505
58 H 1.236 4.288 1.897
59 H 2.120 4.780 0.436
60 H 1.796 5.946 1.736
61 H -0.339 4.617 -0.015
62 H 0.214 6.291 -0.193
63 H -0.504 6.638 1.967
64 C 3.536 3.614 -2.277
65 C 3.086 4.870 -2.996
66 O 3.068 5.965 -2.084
67 H 2.868 3.389 -1.444
68 H 3.552 2.759 -2.954
69 H 4.537 3.748 -1.857
70 H 2.078 4.744 -3.393
71 H 3.756 5.112 -3.828
72 H 3.962 6.076 -1.742
73 C -0.033 -5.887 -1.705
74 C -1.421 -5.791 -1.100
75 O -2.411 -6.100 -2.074
76 H 0.063 -5.203 -2.551
77 H 0.734 -5.643 -0.966
78 H 0.155 -6.895 -2.086
79 H -1.611 -4.779 -0.741
80 H -1.526 -6.482 -0.257
81 H -2.247 -6.998 -2.383
82 C 1.578 -0.297 -0.715
83 C 2.945 -0.529 -1.330
84 O 3.707 0.677 -1.320
85 H 1.037 0.477 -1.263
86 H 0.984 -1.214 -0.724
87 H 1.672 0.049 0.318
88 H 2.847 -0.854 -2.366
89 H 3.495 -1.298 -0.777
90 H 3.799 0.956 -0.401
91 C 7.470 1.383 1.289
92 C 6.162 1.748 0.616
93 O 5.213 2.186 1.590
94 H 7.313 0.593 2.027
95 H 8.204 1.040 0.556
96 H 7.883 2.241 1.824
97 H 5.742 0.884 0.102
98 H 6.309 2.548 -0.117
99 H 5.583 2.957 2.038
100 C 3.267 6.379 4.683
101 C 4.081 5.710 3.592
102 O 5.061 4.846 4.166
103 H 3.917 6.956 5.345
104 H 2.516 7.048 4.257
105 H 2.762 5.633 5.301
106 H 4.600 6.457 2.991
107 H 3.437 5.123 2.933
108 H 4.595 4.183 4.688
109 C 4.696 -2.073 4.065
110 C 5.745 -2.303 2.994
111 O 5.352 -1.690 1.772
112 H 3.732 -2.478 3.749
113 H 4.986 -2.547 5.005
114 H 4.551 -1.004 4.240
115 H 5.871 -3.370 2.806
116 H 6.711 -1.890 3.302
117 H 5.250 -0.744 1.941
118 C 12.231 1.395 2.848
119 C 10.921 1.760 2.175
120 O 9.976 2.197 3.146
121 H 12.074 0.606 3.586
122 H 12.965 1.053 2.116
123 H 12.644 2.255 3.383
124 H 10.500 0.896 1.661
125 H 11.068 2.560 1.442
126 H 10.352 2.967 3.589

Record 4
Molecular formula: C16H19NO4S
Method: DFT, ωB97M-V/def2-TZVPD

Values from the calculation:
Total charge   0
Orbital gap   8.8 eV
ΔE to the lowest compared entry with this formula, charge and spin   10.95 kcal/mol
LUMO level   0.0043 Ha
Structure (SMILES)   CC(C)C[C@@H](OC(=O)c1cccs1)C(=O)NCc1ccco1

Geometry (Å):
1 C 2.661 -1.081 2.864
2 H 2.772 -1.722 3.736
3 H 3.576 -0.506 2.741
4 H 2.532 -1.722 1.996
5 C 1.467 -0.148 3.049
6 C 1.567 0.577 4.390
7 H 0.712 1.231 4.543
8 H 1.600 -0.140 5.208
9 H 2.472 1.179 4.425
10 C 1.373 0.891 1.926
11 C 1.137 0.290 0.536
12 H 1.935 -0.419 0.288
13 C 1.172 1.417 -0.502
14 O 2.196 2.014 -0.749
15 N -0.021 1.704 -1.053
16 H -0.808 1.112 -0.832
17 C -0.175 2.671 -2.124
18 C -0.481 1.996 -3.420
19 C 0.330 1.525 -4.410
20 C -0.523 0.930 -5.372
21 C -1.786 1.079 -4.892
22 O -1.774 1.719 -3.711
23 H -2.742 0.788 -5.281
24 H -0.232 0.461 -6.288
25 H 1.397 1.598 -4.446
26 H 0.774 3.207 -2.194
27 H -0.982 3.364 -1.868
28 O -0.117 -0.394 0.500
29 C -0.092 -1.732 0.344
30 O 0.914 -2.384 0.204
31 C -1.440 -2.287 0.358
32 C -2.641 -1.653 0.554
33 C -3.731 -2.536 0.501
34 C -3.344 -3.823 0.266
35 S -1.648 -3.986 0.108
36 H -3.969 -4.689 0.178
37 H -4.755 -2.235 0.630
38 H -2.724 -0.597 0.737
39 H 2.297 1.469 1.875
40 H 0.551 1.578 2.140
41 H 0.549 -0.747 3.047

Record 5
Molecular formula: C3H3OS2
Method: DFT, ωB97M-V/def2-TZVPD

Values from the calculation:
2S+1   3
Total charge   -1
Orbital gap (spin up / spin down)   5.8 / 4.7 eV
ΔE to the lowest compared entry with this formula, charge and spin   12.50 kcal/mol
LUMO level (spin up / spin down)   0.1316 / 0.0488 Ha

Geometry (Å):
1 C 1.375 0.041 -0.941
2 C 2.108 1.330 -0.922
3 C 0.342 -0.139 0.108
4 O 2.244 2.062 -1.869
5 S 1.771 -1.218 -2.009
6 S 2.854 1.399 0.671
7 H -0.270 0.673 0.067
8 H 0.732 0.016 1.078
9 H -0.149 -1.211 0.083

| no. | F_max (eV Å⁻¹) |
| --- | --- |
| 1 | 0.9 |
| 2 | 3.7 |
| 3 | 3.6 |
| 4 | 0.9 |
| 5 | 3.9 |